This record from the OMol25 dataset describes a molecular structure, C35H27N4PSSe3TeV in a non-equilibrium geometry. The level of theory is the ωB97M-V functional and the def2-TZVPD basis.

Geometry as ORCA input:
```
! wB97M-V def2-TZVPD RIJCOSX def2/J DEFGRID3
* xyz -1 3
C 1.093 4.481 -2.901
C 0.799 2.435 -1.658
C -1.956 -0.611 -5.061
C 2.536 -1.525 0.233
C -6.158 -0.453 3.149
H -4.219 -3.196 3.583
S -1.692 0.468 1.050
N -2.991 -1.760 1.971
C 0.721 5.322 0.704
C -7.227 -0.803 3.955
H -8.068 -2.287 5.265
H -6.136 -3.816 5.023
C 1.044 5.194 -1.736
H 1.692 -2.118 -1.708
C -6.150 -2.873 4.490
H -3.887 0.051 1.984
N -4.024 -0.937 2.181
C 3.902 -2.139 -1.374
C 3.449 0.624 -2.249
C 2.371 -0.068 -1.892
H 0.845 6.398 0.656
H 1.148 6.274 -1.754
Se 3.484 1.869 1.037
C -1.920 -1.205 1.476
H -8.064 -0.122 4.051
C -1.588 0.632 -3.037
V 0.710 0.376 0.910
C 2.767 -4.263 1.195
N 0.179 -1.533 0.984
H 0.644 -4.011 1.762
H -6.155 0.493 2.621
H 4.694 -1.738 0.664
H 4.777 -4.267 0.598
C 4.781 0.004 -2.283
C -5.073 -1.321 3.012
C 1.394 -2.277 0.880
C -0.690 -1.164 -4.951
H 1.236 4.983 -3.849
C 3.855 -3.699 0.678
C -5.070 -2.539 3.687
H -0.008 2.843 2.882
C 0.703 3.151 -0.421
C 0.137 -0.809 -3.891
C -2.406 0.286 -4.100
C -0.303 0.098 -2.934
H 2.708 -0.510 0.650
H -3.395 0.718 -4.179
H 3.368 1.675 -2.497
H 3.927 -3.111 -1.873
H 5.608 0.611 -2.628
H 0.331 5.271 2.791
C 0.834 4.563 -0.487
H 5.986 -1.679 -1.960
Te 4.451 0.577 2.914
P 0.727 0.627 -1.533
H -1.942 1.322 -2.279
Se 2.599 1.235 4.457
H -2.594 -0.878 -5.895
C 0.442 2.485 0.840
C 0.430 4.695 1.878
H 2.799 -5.284 1.553
C 2.492 -1.475 -1.332
C -7.233 -2.016 4.632
C 0.263 3.292 1.934
Se 0.784 0.141 3.394
H -0.337 -1.869 -5.693
N -0.878 -2.121 1.312
C 4.988 -1.257 -1.909
H 0.990 2.507 -3.779
C 1.503 -3.534 1.309
C 0.959 3.080 -2.858
H 1.135 -1.224 -3.826
C 3.883 -2.291 0.184
*
```

Calculated values
Frontier orbital gap (spin up / spin down): 0.1968 / 0.1922 Eh
HOMO (spin up / spin down): -4.0 / -4.0 eV
Energy relative to the best compared isomer or geometry (same formula, charge and spin): 200.4 kJ/mol

***

This record from the OMol25 dataset describes a molecular structure, C35H28N6RuS in a non-equilibrium geometry. The level of theory is the ωB97M-V functional and the def2-TZVPD basis.

Geometry as ORCA input:
```
! wB97M-V def2-TZVPD RIJCOSX def2/J DEFGRID3
* xyz 1 2
C 0.974 0.696 7.108
C 0.870 1.417 5.925
H -5.657 -0.006 -4.682
H -2.305 0.005 -5.798
C 5.283 0.006 -0.199
C -0.331 0.006 -5.034
C 0.157 4.111 -0.677
H -3.856 -1.285 -1.720
N 0.741 -0.001 -1.573
C -2.343 -0.001 -3.646
C 0.564 -2.841 1.728
H -5.376 -1.275 -2.610
N 0.688 -2.355 3.004
C 0.369 -4.887 0.461
C -1.550 -0.003 -2.506
N 0.413 -2.090 0.611
H -0.033 4.555 -1.643
H 3.115 0.003 2.408
C 0.755 -0.694 4.754
C 0.152 -4.111 -0.677
C -0.166 0.000 -2.627
C 2.526 0.002 0.332
C 0.863 -1.419 5.925
H 5.512 0.004 1.931
C 0.644 1.124 3.351
C -4.293 1.251 -2.720
H -0.038 -4.555 -1.643
C 4.809 0.004 1.108
Ru 0.583 -0.001 0.576
C -1.708 0.003 -4.898
H 0.023 -2.133 -1.420
C 0.637 -1.125 3.351
H 1.062 1.224 8.049
C 0.572 2.839 1.728
C 3.021 0.003 -0.985
H -3.857 1.279 -1.720
H -1.994 -0.005 -1.516
C 0.443 0.004 -3.882
C 0.579 4.245 1.651
H -3.988 -2.163 -3.248
H -4.335 -0.890 -5.435
C 0.971 -0.698 7.108
H 0.863 -2.500 5.914
C 0.381 4.886 0.460
H 4.745 0.008 -2.273
C 0.759 0.693 4.754
C -4.579 -0.004 -4.847
H 0.734 4.778 2.577
N 0.520 -0.001 2.555
H 0.875 2.499 5.914
H 0.714 -4.780 2.579
N 0.415 2.089 0.611
H 6.346 0.007 -0.393
S 2.175 0.004 -3.701
C 0.188 -2.750 -0.555
H 0.125 0.009 -6.015
H 0.370 -5.968 0.407
C 4.387 0.006 -1.251
C 0.565 -4.246 1.652
H -4.339 0.884 -5.435
H 0.386 5.967 0.406
C 1.981 0.003 -1.991
C -3.864 -0.003 -3.496
H 1.056 -1.226 8.049
C -4.291 -1.258 -2.720
H 0.022 2.132 -1.420
C 0.190 2.749 -0.554
H -5.378 1.267 -2.609
C 3.447 0.004 1.379
H -3.991 2.157 -3.248
N 0.699 2.353 3.003
*
```

Calculated values
Frontier orbital gap (spin up / spin down): 0.2794 / 0.2458 Eh
HOMO (spin up / spin down): -11.0 / -10.9 eV
Energy relative to the best compared isomer or geometry (same formula, charge and spin): 0.0 kJ/mol

***

This record from the OMol25 dataset describes 2 unconnected molecules or ions with the total composition C35H29BF3NO2S in a non-equilibrium geometry. The level of theory is the ωB97M-V functional and the def2-TZVPD basis.

Geometry as ORCA input:
```
! wB97M-V def2-TZVPD RIJCOSX def2/J DEFGRID3
* xyz 0 1
H 2.243 -3.773 7.392
C 2.024 -0.693 3.997
C 0.944 -2.235 6.654
C -1.278 -0.875 2.321
C -1.248 -2.990 5.968
S 0.133 0.888 6.509
C -0.654 1.990 -0.251
C 0.334 -4.551 6.816
C -0.336 -1.952 6.225
C -0.120 0.913 0.647
H -2.956 -0.919 6.264
H 5.164 0.114 1.267
C -0.874 2.505 8.710
H 1.814 -0.366 5.011
H -3.054 0.917 8.125
H 0.962 0.737 0.677
B -0.541 1.982 1.659
H -2.341 -3.590 3.057
C -1.908 1.805 -0.833
C 3.328 -0.751 3.523
O -1.799 1.763 2.314
H -3.537 -2.516 3.774
O 0.196 2.971 2.327
H 5.724 -1.271 2.212
F 2.003 -5.995 7.707
C -0.952 -4.289 6.354
C -1.978 2.859 3.078
C -0.463 -0.830 3.463
H -3.555 0.477 -1.204
H 1.669 -1.440 6.839
H -0.850 3.499 8.240
C 2.537 -1.497 1.358
C -2.604 0.605 -0.695
C 3.592 -1.115 2.191
C -2.180 0.682 7.528
C -0.791 3.636 3.070
H 4.153 -0.415 4.153
C -1.057 -0.163 1.041
H -0.986 -0.773 4.434
C -0.805 -0.585 6.038
H 0.503 -1.968 1.177
H 4.938 -1.503 0.604
C -1.012 1.433 7.690
C 1.284 -3.548 6.969
H -2.303 2.652 -1.392
H -1.787 2.448 9.320
H -4.321 5.276 3.153
H -0.090 2.927 -0.440
C -3.333 4.819 3.243
C -0.862 5.033 3.222
C 1.249 -1.536 1.860
H 2.698 -1.689 0.284
C -3.065 -2.805 2.839
C -2.208 -0.332 0.271
H -0.027 2.383 9.404
H -3.849 -3.287 2.241
C -2.160 5.606 3.224
C 0.914 -1.027 3.178
H 0.058 5.609 3.280
F -0.091 -6.418 8.185
C -3.266 3.396 3.186
F 0.703 -6.818 6.153
H -2.229 6.692 3.043
H -3.912 -1.579 0.592
C -2.106 -0.309 6.555
H -2.193 -2.814 5.444
H -1.654 -5.107 6.251
C -2.486 -1.631 2.124
H -4.066 2.671 3.034
C 0.730 -5.938 7.205
N -3.029 -1.228 0.967
C 4.930 -0.929 1.543
*
```

Calculated values
Frontier orbital gap: 0.1357 Eh
HOMO: -5.2 eV
Energy relative to the best compared isomer or geometry (same formula, charge and spin): 538.2 kJ/mol